[1]
This record from OMol25 describes C15H64BNO28 as an isolated structure. The level of theory is ωB97M-V with the def2-TZVPD basis set.

Each line ends with the Löwdin charge.
Geometry (Å):
H -1.29296 4.59325 3.39846  -0.06
N -0.81391 0.30905 -0.11221  -0.18
C -1.67665 2.07463 1.28793  -0.15
H -1.45978 -6.78806 0.31296  0.05
O 0.55502 -5.89541 0.38110  -0.11
H -0.60625 -4.54555 -3.61374  0.00
H 0.36243 4.33164 2.54206  -0.04
H -0.40348 -0.32275 4.94826  -0.03
H 1.91434 2.67295 -2.48909  0.08
H 1.61944 4.22107 -3.01172  0.08
O 3.19594 1.19891 -2.66595  0.15
O 3.43681 -5.16863 -2.71811  0.21
C -2.24694 -3.46008 -0.27985  -0.06
H -4.50001 -6.18286 2.73223  0.03
H 1.67664 2.10338 -0.20721  0.06
H 6.58990 -1.70992 -0.27000  0.03
C 2.79698 -4.16400 -2.83424  -0.54
H -3.37075 -1.22803 -3.48110  0.14
H 1.04444 1.84918 1.32795  0.14
C 0.62775 0.04360 -0.17281  -0.07
H -0.37869 3.24612 0.12544  0.13
C -1.48295 -2.19921 0.31024  -0.19
O -2.37819 5.32782 1.99631  -0.01
O 2.07685 -1.44681 -4.41063  0.31
H 4.74231 4.94646 0.73681  0.08
H 0.98645 -0.13364 -1.34787  0.17
H 1.47343 -4.24825 2.93218  0.03
H 3.33555 0.13072 -0.14265  0.00
O 5.79962 -1.76452 -0.79300  -0.04
H -2.03916 -3.64534 -4.00575  0.02
O 1.78823 0.63403 -5.02610  0.11
H -0.43880 -2.40996 0.66745  0.10
H 2.88652 5.06799 4.25104  0.10
C 1.56501 1.27296 0.43754  -0.12
H -2.63443 2.16112 1.83238  0.14
H -3.22342 5.56014 -1.27985  0.06
O -3.02620 -2.20338 -3.25919  -0.09
H 0.39630 -5.53632 -0.49144  -0.03
H -5.75761 -3.78131 -1.12663  0.07
O -2.41078 -7.10828 0.44211  -0.11
H 4.27112 4.76207 3.36467  0.05
O 1.11747 4.22507 2.00181  -0.09
H -2.40381 6.00490 1.38301  0.01
H -2.02636 1.31891 -1.51388  0.11
H -1.06999 2.53679 1.90862  0.03
H -3.23911 -3.11337 -0.73805  0.08
H 2.34273 -3.58472 1.95021  0.03
C -1.13378 1.48471 -1.01626  -0.05
O 0.68113 -4.79604 -2.04544  0.10
H -3.82114 -2.46274 -2.79054  0.02
H 6.10664 4.49620 1.34023  -0.07
H 3.77604 2.12538 2.13653  0.09
O -0.70865 4.38976 4.07764  -0.05
H -2.21524 -2.21063 1.10430  0.09
H 3.89631 2.54546 0.54261  -0.03
C -1.34968 2.63210 -0.08196  -0.12
H 5.12218 1.40048 1.01361  0.12
H -0.88982 0.55425 2.12386  0.10
O 1.38726 -3.67194 2.19932  -0.07
O -0.95309 0.25819 5.38496  -0.05
O -5.25941 0.81217 1.39373  0.03
H 5.45313 -0.83520 -0.88421  0.06
C -1.29582 0.63453 1.22305  -0.12
H -0.84179 -1.47879 -1.49636  0.16
H -2.41360 -0.91254 -1.08244  0.10
C 1.55109 -3.96723 -2.43468  -0.35
O 2.91963 -0.94606 -2.40091  0.30
H -5.30724 1.06502 2.15857  -0.14
C 3.98740 1.74572 1.08610  -0.08
O 5.69840 4.66679 0.59898  0.00
O 3.36476 5.09179 3.36624  -0.06
H 1.98270 4.46007 2.48651  0.05
O 3.33760 -3.15679 -3.33665  0.32
H -0.62872 5.26719 4.57867  0.11
H -1.78858 -3.92257 -1.04454  0.00
H -5.26388 -0.22730 1.46664  0.12
H -2.18226 -4.29987 0.46712  0.09
O 1.63869 5.57246 -0.42451  -0.17
O -4.42183 -5.89029 1.81828  -0.09
C 2.88739 0.09148 -3.02232  -0.55
H 1.05347 -1.02502 0.40565  0.20
H 3.07536 -0.11977 1.33526  0.13
C 2.96922 0.70411 0.53096  -0.25
H 0.89520 -5.14605 1.04048  0.07
H 1.22300 5.05195 0.34433  0.00
H -4.44532 3.14630 -3.09507  0.12
H -4.49380 6.31600 -1.30262  0.03
H 1.95352 4.83875 -1.08802  0.03
H -3.16840 4.93660 1.54215  0.08
O -4.79263 2.87335 -2.11595  -0.15
C 2.29630 -0.21476 -4.22746  -0.41
H -0.29729 1.82337 -1.64262  0.13
B 2.30330 -2.07639 -3.10934  -0.84
O 1.19710 -2.72251 -2.50482  0.32
H -3.90614 -6.43084 1.20743  -0.02
O 3.63528 -3.34429 0.64153  -0.01
H 4.24817 -2.60698 0.67188  0.03
C -1.45833 -0.96217 -0.63241  -0.11
H -2.09859 0.00752 1.49876  0.12
O -4.15382 5.48747 -1.05357  -0.02
O 1.45257 3.59020 -2.27096  -0.12
H -2.25501 -7.90361 1.03243  0.09
H -4.38283 3.58757 -1.54922  -0.01
H -5.84117 -3.12497 0.35517  0.10
H -2.21357 3.22306 -0.32358  0.09
H 4.01798 -4.06012 0.21363  0.03
O -6.15246 -2.96273 -0.64641  -0.16
O -1.36694 -4.37365 -4.19652  -0.10
H -0.33103 1.01950 5.15312  0.08

As for the total energy: -2796.03918 hartree. The energy above the lowest of the compared OMol25 structures with the same formula, charge and spin comes out at 265.1 kJ/mol. The value obtained for the frontier orbital gap is 9.5 eV. The net charge is 0.


[2]
This record from OMol25 describes C13H19FeO6SbSe4 as an isolated structure. The level of theory is ωB97M-V with the def2-TZVPD basis set.

Each line ends with the Löwdin charge.
Geometry (Å):
C -1.07160 -1.28107 0.03051  -0.51
H 2.67720 3.81426 0.18072  0.13
C -2.34573 -2.04877 -0.05383  -0.06
H 0.84779 3.74382 -1.74129  0.13
O -1.21886 -0.02142 0.36373  -0.06
H 2.53946 3.09730 2.67623  0.16
C -3.66405 -3.88389 -0.91634  -0.10
C 1.75259 3.24094 0.20010  -0.14
H -0.62939 2.77382 -2.73011  0.09
O 0.33862 1.82974 -1.15814  -0.31
O 0.08778 -1.70427 -0.18240  -0.05
Se 6.45303 -2.54203 -1.90884  -0.36
H -0.04118 1.07408 -3.06355  0.10
H -2.45315 0.19797 0.52473  0.02
C 1.32792 2.88277 -1.22842  -0.15
H 2.23096 2.44364 -1.78959  0.16
C 2.34510 2.02601 2.39031  -0.09
O 0.86909 0.10361 2.43793  -0.25
C -0.45678 1.77601 -2.33275  -0.06
H -1.57276 -3.66525 -1.16918  0.10
C 0.08981 -0.80373 3.22342  -0.05
H -3.89994 -4.81781 -1.46430  0.10
O -3.52317 -0.04253 0.57492  0.02
Sb 4.90362 -1.17003 -3.37798  -0.42
H 0.47953 -1.80814 3.08632  0.10
Fe 1.07034 0.30920 0.18178  0.86
C 1.22473 1.35720 3.07486  -0.18
H 3.20674 1.41971 2.53275  0.13
Se 2.72280 -1.10198 -2.06438  -0.19
H -5.70100 -1.47320 0.40254  0.11
H 1.48054 1.17802 4.09205  0.11
Se 6.00120 1.04191 -3.74861  -0.39
H -5.74770 -3.78656 -0.66900  0.10
H 0.22571 -0.52773 4.31643  0.11
C -3.53006 -1.32457 0.29104  -0.29
C -4.83653 -3.20260 -0.47952  -0.11
C -2.44037 -3.28297 -0.72959  -0.02
H -0.97817 -0.78993 2.96494  0.10
C -4.78051 -1.98699 0.11501  -0.03
Se 4.25545 -2.32064 -5.48813  -0.01
H 0.28776 1.96502 3.12984  0.15
O 1.95879 2.03088 0.96307  -0.24
H -1.45547 1.35573 -2.10814  0.10
H 0.96989 3.92447 0.65083  0.15

As for the expectation value of S²: 8.76. As for the total energy: -12067.90477 hartree. Its spin multiplicity is 6. The energy above the lowest of the compared OMol25 structures with the same formula, charge and spin comes out at 0.0 kJ/mol. The value obtained for the frontier orbital gap (spin up / spin down) is 4.9 / 4.3 eV. The net charge is -1.


[3]
This record from OMol25 describes a 3-piece molecular cluster, C3H10O3S overall. The level of theory is ωB97M-V with the def2-TZVPD basis set.

Each line ends with the Löwdin charge.
Geometry (Å):
O -0.30256 1.74207 -0.54054  -0.24
C -0.64973 1.13433 0.53268  -0.44
H -0.78103 -0.71975 -0.55849  0.07
O -2.93883 -0.78953 -0.93540  -0.10
H 1.07687 -2.94186 -0.18059  -0.17
C -0.60963 -0.41653 0.47263  -0.34
H 1.12648 -0.46731 1.81447  0.05
H -1.42148 -0.82709 1.08207  0.08
H 3.60156 2.37960 -0.52858  0.01
H -0.86744 1.61064 1.48683  0.03
H 2.35827 1.84999 -1.20902  0.03
H -3.26904 0.09322 -0.68896  0.04
H 1.47798 -0.44445 0.16560  0.07
H -3.68606 -1.04301 -1.52676  0.04
O 3.16046 2.38406 -1.37640  -0.08
C 0.75255 -0.88570 0.86975  -0.65
S 0.97162 -2.65869 1.12070  0.62

As for the expectation value of S²: 0.75. As for the total energy: -744.15531 hartree. Its spin multiplicity is 2. The energy above the lowest of the compared OMol25 structures with the same formula, charge and spin comes out at 104.3 kJ/mol. The value obtained for the frontier orbital gap (spin up / spin down) is 3.2 / 6.6 eV. The net charge is -1.


[4]
This record from OMol25 describes an isolated ion of composition C5H13NO3P and charge +1. The level of theory is ωB97M-V with the def2-TZVPD basis set.

Each line ends with the Löwdin charge.
Geometry (Å):
P 0.50231 0.52875 0.61873  0.55
O 0.15333 1.81465 -0.27881  -0.22
O 0.33534 0.66265 2.08339  -0.21
H -1.83489 1.72525 0.88960  0.06
H -3.49564 1.36758 0.82719  0.15
H -2.76634 -0.94815 -0.19132  0.14
C -2.44841 0.87212 1.11725  -0.06
H 1.65385 2.75147 -1.54702  0.10
H -2.51987 0.54895 2.26724  0.18
N -0.80658 -0.60697 0.12746  -0.09
C 0.75707 2.14686 -1.57181  -0.04
H 0.05564 2.78278 -1.97182  0.05
H 0.81187 1.25927 -2.34802  0.14
H 2.46730 -0.59124 2.10923  0.05
H 2.60095 -1.81043 0.82320  0.07
H -0.93979 -2.18036 -1.43546  0.10
C -2.11791 -0.26359 0.30049  -0.01
O 1.88800 -0.14488 0.19943  -0.23
H 0.53985 -1.82229 -1.03137  0.09
C 2.73925 -0.84017 1.14973  -0.03
C -0.44447 -1.83529 -0.56582  -0.04
H 3.81487 -0.42217 1.20416  0.14
H -0.30086 -2.61586 0.14994  0.10

As for the SMILES: C/C=[N+](/C)P(=O)(OC)OC. As for the total energy: -819.88913 hartree. The energy above the lowest of the compared OMol25 structures with the same formula, charge and spin comes out at 83.3 kJ/mol. The value obtained for the frontier orbital gap is 10.0 eV. The net charge is +1.


[5]
This record from OMol25 describes an isolated ion of composition C6H10NO2S and charge +1. The level of theory is ωB97M-V with the def2-TZVPD basis set.

Each line ends with the Löwdin charge.
Geometry (Å):
H -2.36051 0.57433 -4.17500  0.10
H 1.87073 0.70033 1.89992  0.12
H -0.24249 2.56319 0.88315  0.11
C 0.80131 -2.26929 1.33855  -0.20
H 0.69194 2.87797 2.47881  0.12
C 0.78861 2.45800 1.40440  -0.07
O -0.23499 -1.48638 0.90040  0.03
H -3.20542 -0.92906 -3.41419  0.09
C 0.91916 0.97180 1.47439  -0.21
C -0.53563 -0.64193 -1.27651  -0.22
H -2.80530 0.58587 -2.30211  0.06
H 1.46831 3.04038 0.75471  0.09
H -0.00352 0.37087 2.03516  0.19
C -2.46411 -0.04902 -3.15715  -0.31
S -0.78784 -0.84566 -2.85602  1.08
O 0.90706 0.43652 0.12299  0.01
N 1.91124 -2.17431 0.74914  0.20
H 2.64376 -2.74883 0.98938  0.05
H 0.49987 -2.82696 2.24764  0.16
C 0.13782 -0.60783 -0.09768  -0.40

As for the total energy: -837.64212 hartree. The energy above the lowest of the compared OMol25 structures with the same formula, charge and spin comes out at 390.9 kJ/mol. The value obtained for the frontier orbital gap is 8.4 eV. The net charge is +1.


[6]
This record from OMol25 describes one molecule with the formula C11H22N2O3S. The level of theory is ωB97M-V with the def2-TZVPD basis set.

Each line ends with the Löwdin charge.
Geometry (Å):
H 5.10874 0.93739 -0.15757  0.12
H 4.09294 -0.76010 -2.23416  0.08
C 2.28360 0.62275 -0.41208  -0.28
H 6.32174 -1.09278 -0.05225  0.05
C -2.24928 1.89222 -0.32929  -0.45
O -1.77337 3.00150 -0.17447  0.11
C -1.47654 0.58865 -0.07374  -0.26
C 0.87885 0.00166 -0.26056  -0.44
H -2.76738 -3.24723 -1.19089  0.04
H 3.14364 2.45077 0.06416  0.09
H -3.33766 -1.37198 2.18829  0.11
H -2.51454 -3.45985 0.55480  0.04
H 0.14043 1.91853 -0.06370  0.14
C 3.69494 -1.27778 -1.35594  -0.05
H -1.55983 -2.32295 -0.32494  0.03
H 4.44104 0.69702 1.43622  0.10
N -0.10670 0.91515 -0.08666  0.09
O 0.67803 -1.18211 -0.30535  0.08
C -2.58605 -2.73647 -0.23196  -0.40
H 4.38395 -2.07646 -1.09545  0.06
O -3.51039 1.75809 -0.75210  0.12
S -3.82380 -1.45336 -0.16051  0.84
H 5.46928 -1.70139 1.30521  0.08
H 2.36002 0.88462 -1.47257  0.15
H -1.70477 0.66949 2.07454  0.13
C -3.32082 -0.58014 1.35837  -0.46
H 6.64018 -0.24613 1.40008  0.10
H -3.79841 0.85135 -0.89632  0.04
H -1.24623 -0.87829 1.50302  0.10
H 2.73145 -1.76316 -1.68308  0.09
H 2.18866 1.79546 1.26317  0.10
C 4.67327 0.17003 0.51583  -0.26
H 3.00569 -1.05057 0.64504  0.12
C -1.90039 -0.05226 1.28364  -0.18
H -1.63891 -0.13984 -0.87579  0.13
N 2.29958 1.90776 0.24908  0.04
H -4.05543 0.14024 1.54306  0.05
C 5.81525 -0.77846 0.83013  -0.12
C 3.39913 -0.41030 -0.09844  -0.32

As for the SMILES: CC[C@H](C)[C@H](N)C(=O)N[C@@H](CCSC)C(=O)O. As for the total energy: -1165.79078 hartree. The energy above the lowest of the compared OMol25 structures with the same formula, charge and spin comes out at 56.0 kJ/mol. The value obtained for the frontier orbital gap is 9.7 eV. The net charge is 0.


> Which formula does entry 2 have?

C13H19FeO6SbSe4